{
  "formula": "C23H59O23S7",
  "method": "ωB97M-V/def2-TZVPD",
  "species": ["H", "H", "H", "H", "H", "H", "O", "C", "H", "H", "H", "O", "H", "H", "H", "C", "H", "H", "C", "C", "C", "O", "O", "C", "O", "H", "O", "H", "H", "C", "O", "H", "C", "H", "H", "H", "H", "H", "H", "H", "C", "C", "O", "H", "S", "S", "H", "H", "H", "H", "S", "H", "H", "C", "H", "C", "H", "H", "H", "O", "S", "O", "H", "O", "H", "O", "H", "H", "H", "O", "O", "H", "C", "H", "H", "C", "C", "C", "H", "O", "C", "O", "H", "C", "H", "C", "C", "S", "H", "C", "C", "H", "O", "H", "H", "O", "C", "H", "S", "O", "H", "S", "H", "H", "O", "O", "H", "H", "H", "O", "O", "H"],
  "xyz": [[-3.45569, 3.35635, -1.50568], [1.57694, 4.38929, -0.30812], [0.73418, -0.09675, 4.57660], [0.05576, 0.69535, 2.01474], [3.49767, -0.20694, 0.14411], [2.95664, 2.23036, -0.72998], [0.87092, 4.89487, -2.83670], [4.20050, 0.59362, -0.09273], [-2.49126, -2.47926, -5.35928], [3.04057, 2.06898, 0.99476], [-0.04729, -3.67303, -6.30271], [-3.16770, -1.53519, 5.22767], [-2.11896, 2.20523, -1.22492], [-2.26434, 4.24518, -3.50674], [-3.28352, 0.47364, 2.54976], [-2.53642, -0.36953, -5.01853], [1.44938, -4.22325, -5.46916], [-0.46752, 1.02341, -1.49467], [0.84341, 4.18273, 0.47588], [-3.36281, -0.41408, 3.17289], [3.64133, 1.97763, 0.08957], [-0.93098, -1.96549, -4.14371], [1.19785, 7.24092, 0.10356], [3.31605, -0.03521, -3.35276], [-1.62176, -1.10971, 7.09459], [2.54365, 0.46325, -2.78067], [-2.94710, -3.17256, 7.03456], [-0.93696, 1.33045, 0.75743], [-3.34033, -0.30013, -5.75895], [-1.72256, 3.74133, -2.69712], [4.00777, -1.77942, -1.45539], [1.04375, 3.80956, 2.58721], [-0.98396, -2.90827, 5.28872], [-1.89976, 0.10034, 4.73979], [0.47886, 3.16880, 0.34377], [1.92848, -1.77660, 3.79567], [-1.32896, 4.52038, -2.03903], [2.94904, -0.85226, -3.95995], [4.42260, 2.73967, 0.06981], [-3.62978, -2.06389, -0.31549], [3.82307, -2.75350, 4.01194], [2.46317, -2.37600, 4.54257], [1.08938, -1.23316, -5.35007], [-0.74492, -3.85210, 1.68484], [0.67654, 3.80350, -3.72587], [0.60403, -2.26854, -4.48865], [-4.53761, -1.58236, -2.53406], [4.43477, -1.86583, 3.90441], [-2.52546, -3.78024, 1.94596], [-1.93398, 0.53339, -5.14794], [-2.22459, -2.17133, 6.36003], [-0.62952, 3.72797, -5.70597], [-0.25477, -4.33511, -4.68257], [-4.34512, -2.62707, -2.29483], [-1.25741, -0.31718, 1.35437], [1.08164, 0.40491, 5.46826], [1.86931, -3.25383, 4.79018], [-2.76547, -1.19045, 2.68472], [-2.99757, -0.27159, -4.03496], [-0.84661, 7.15938, 1.44181], [-1.94883, -4.65044, -0.16934], [1.21514, -2.49960, -3.24430], [0.54068, -0.10429, -2.21246], [2.94123, 0.23658, 7.25456], [-5.22875, -3.21348, -2.04986], [5.70387, -0.98037, -3.05476], [-0.52889, 5.36205, -5.03377], [-3.87732, -3.04178, -3.19147], [0.87561, 4.68989, -5.89974], [-2.17921, -5.99438, 0.20575], [1.09213, 5.82849, 2.11810], [3.67051, -3.24103, 3.04180], [-3.37409, -2.74598, -1.13605], [1.39573, 0.37525, 0.11496], [-0.53880, -3.71074, 5.87357], [0.03438, 4.45872, -5.25316], [-1.78230, -1.64849, -5.24757], [-0.46377, 0.39391, 1.12513], [-4.39264, -0.77460, 3.12321], [-1.00430, -4.31508, -1.17415], [0.44682, -3.83762, -5.34800], [4.87880, 0.52636, -1.36524], [-0.24822, -2.12858, 5.13207], [-1.70889, -3.60034, 1.24845], [2.54535, 4.39545, 1.65083], [1.48789, 4.48428, 1.86722], [0.44169, -0.21453, 0.04616], [2.72884, -0.06996, 5.88573], [3.89775, 0.65489, -3.95716], [-2.91938, -0.25986, 4.61989], [-2.63976, 2.80344, -1.96720], [0.52208, 0.09685, 6.35425], [-0.59822, 3.00982, -3.24028], [-1.51773, -3.27294, 4.42200], [4.98988, 0.43651, 0.65281], [-3.35917, -4.09613, -0.69582], [-0.11489, -0.00902, -1.34428], [-3.56155, 0.51873, 5.04590], [0.31057, 6.52616, 0.93473], [3.64069, 0.41531, 4.91556], [4.31575, -3.56272, 4.55619], [4.53286, -0.75044, -2.27528], [-0.95022, -0.69017, -1.55324], [-1.27258, -1.61301, -6.21424], [-0.14119, 5.18641, 0.21114], [1.69820, 2.86752, -4.02357], [-3.06521, 2.10514, -2.69333], [1.01412, 1.47637, 5.31417], [-1.63922, -2.55914, 0.93580], [0.72096, -1.48743, 0.37494], [2.59853, -1.62810, 5.81448], [-2.38151, -2.38849, -1.42809]],
  "forces_ev_per_angstrom": [[0.0, 0.1, 0.0], [0.3, -0.5, 0.1], [0.0, -0.2, -0.3], [0.5, -0.3, 0.6], [-0.3, 0.0, -0.9], [0.1, -0.2, 0.0], [0.6, 0.5, 0.5], [0.9, 0.3, 1.5], [0.0, 0.0, 0.3], [0.2, -0.2, 0.2], [0.2, 0.0, -0.1], [-0.2, -0.5, 0.8], [0.0, 0.1, 0.1], [0.2, -0.1, -0.1], [0.1, 0.2, 0.3], [-0.3, 0.9, -0.2], [0.0, -0.4, 0.2], [-0.2, -0.1, 0.3], [1.4, 0.4, -1.0], [0.3, -0.9, -0.4], [-0.6, 0.5, -0.7], [0.3, 0.0, -0.4], [0.7, 0.4, -0.3], [0.8, -0.4, 0.2], [0.2, 0.5, 0.3], [-0.1, -0.1, 0.0], [-0.9, -0.8, 0.3], [-0.1, -0.1, 0.1], [0.0, -0.1, 0.0], [0.2, 0.9, 0.3], [-0.2, -0.5, 0.3], [0.4, 0.2, 0.6], [-0.5, 0.1, 1.2], [0.2, -0.4, 0.0], [-0.5, 0.1, 0.1], [0.0, 0.0, 0.2], [0.0, -0.1, 0.0], [-0.2, 0.1, 0.0], [0.1, -0.1, 0.2], [-0.4, -0.4, 0.1], [-0.3, -0.8, -0.6], [0.5, 0.5, 0.1], [-0.1, -0.1, -0.5], [0.1, 0.0, 0.0], [-1.3, 0.4, -0.9], [-0.6, 0.0, -0.3], [-0.4, 0.0, 0.3], [0.2, -0.1, -0.1], [0.0, -0.1, 0.0], [0.3, -0.2, 0.0], [1.0, 1.0, -1.7], [0.2, -0.2, -0.1], [0.5, -0.7, 0.0], [0.7, -0.3, -0.1], [0.0, 0.0, 0.1], [-0.1, 0.0, 0.6], [0.0, 0.1, 0.1], [0.0, 0.1, 0.0], [0.1, -0.4, 0.1], [-0.2, 0.3, 0.3], [-0.1, 1.7, -0.2], [0.5, -0.3, 0.7], [0.5, -0.6, 0.5], [0.1, 0.0, 0.6], [-0.3, 0.3, -0.2], [0.5, -0.1, -0.3], [0.1, 0.0, 0.1], [-0.1, -0.2, 0.1], [0.0, 0.0, -0.1], [-0.3, -0.8, 0.4], [0.3, 0.4, 0.8], [0.0, 0.5, -0.2], [0.3, 1.4, -0.3], [-0.1, 0.5, -0.3], [0.0, -0.1, -0.1], [0.1, 0.1, 0.1], [-0.8, -0.4, -0.3], [-1.0, 1.1, -1.1], [0.0, 0.2, 0.2], [0.6, -0.3, -0.2], [-0.7, 1.3, 0.2], [-0.5, -0.7, 0.0], [0.0, 0.0, -0.5], [0.1, -0.4, 0.0], [0.3, 0.0, 0.9], [-1.2, -0.4, -2.3], [1.5, -0.7, 1.0], [-0.7, 0.1, -0.2], [-0.2, 0.2, -0.1], [-0.7, 0.9, -0.8], [-0.1, -0.6, -0.5], [-0.3, 0.1, -0.3], [-0.1, -0.7, 0.1], [0.3, 0.0, -0.3], [0.0, 0.1, -0.1], [-0.2, -0.4, 0.4], [-0.9, 0.8, -1.0], [0.1, -0.4, 0.5], [-0.7, -0.7, -0.2], [0.6, 0.2, -0.9], [0.0, 0.5, 0.6], [-0.2, 1.0, -0.3], [0.0, 0.0, 0.2], [0.4, 0.2, 0.3], [-0.7, -0.1, 0.8], [0.2, -0.4, 0.2], [-0.1, 0.0, 0.1], [0.2, 0.1, 0.1], [0.2, -0.1, -0.2], [-0.3, -0.6, 0.1], [-0.2, -0.9, -0.1], [0.1, -0.5, -0.2]],
  "lowdin_charge": [0.087, 0.109, 0.043, 0.045, 0.105, 0.072, -0.267, -0.266, 0.117, 0.069, 0.060, -0.265, 0.054, 0.120, 0.079, -0.063, 0.074, 0.035, -0.165, -0.070, -0.085, -0.250, -0.208, -0.111, -0.278, 0.052, -0.251, 0.047, 0.083, -0.252, -0.255, 0.128, -0.084, 0.105, 0.117, 0.116, 0.104, 0.031, 0.082, 0.118, -0.064, -0.221, -0.281, 0.077, 0.548, 0.550, 0.070, 0.072, 0.067, 0.078, 0.570, 0.069, 0.075, -0.055, 0.034, -0.126, 0.109, 0.050, 0.063, -0.220, 0.564, -0.225, 0.049, -0.263, 0.079, -0.290, 0.067, 0.071, 0.070, -0.269, -0.183, 0.092, -0.300, 0.089, 0.078, -0.116, -0.294, -0.079, 0.083, -0.256, -0.094, -0.248, 0.035, -0.129, 0.122, -0.126, -0.698, 0.522, 0.075, -0.243, -0.054, 0.059, -0.266, 0.063, 0.122, -0.251, -0.052, 0.122, 0.567, -0.269, 0.080, 0.568, 0.065, 0.113, -0.203, -0.244, 0.075, 0.076, 0.034, -0.266, -0.264, 0.095],
  "homo_energy_ev": -3.730,
  "total_energy_ha": -5429.4586,
  "total_charge": -1
}